Record 1
18
Properties=species:S:1:pos:R:3:nbo_charge:R:1 method="wB97M-V/def2-TZVPD" total_energy_ev=-7426.9652 smiles=CC(C)CCO max_force_ev_per_a=0.48 orbital_gap_ev=11.234 de_lowest_kcal_mol=8.0 homo_energy_ev=-10.224
C -1.220 0.735 -1.019 -0.607
C -0.597 -0.371 -0.164 -0.214
C -1.662 -1.041 0.703 -0.602
C 0.550 0.181 0.693 -0.423
C 1.826 0.486 -0.099 -0.059
O 2.807 -0.467 0.277 -0.723
H -0.469 1.261 -1.621 0.204
H -1.709 1.480 -0.376 0.200
H -1.977 0.338 -1.705 0.209
H -0.173 -1.134 -0.834 0.194
H -2.111 -0.318 1.397 0.200
H -1.233 -1.855 1.298 0.210
H -2.468 -1.458 0.089 0.207
H 0.199 1.078 1.221 0.199
H 0.830 -0.548 1.462 0.226
H 2.181 1.509 0.102 0.158
H 1.624 0.420 -1.181 0.154
H 3.602 -0.298 -0.243 0.467

=====

Record 2
18
Properties=species:S:1:pos:R:3:nbo_charge:R:1 method="wB97M-V/def2-TZVPD" total_energy_ev=-7424.1525 smiles=CCC(C)(C)O max_force_ev_per_a=5.32 orbital_gap_ev=9.446 de_lowest_kcal_mol=72.8 homo_energy_ev=-8.512
C 1.946 0.014 -0.511 -0.635
C 0.696 -0.464 0.258 -0.408
C -0.827 0.183 -0.206 0.252
C -1.870 -0.802 0.369 -0.642
C -0.170 1.454 0.560 -0.602
O -0.851 0.071 -1.617 -0.714
H 1.667 0.265 -1.537 0.223
H 2.674 -0.807 -0.550 0.216
H 2.481 0.880 -0.089 0.202
H 0.935 -0.522 1.343 0.206
H 0.421 -1.434 -0.080 0.166
H -1.849 -0.741 1.456 0.215
H -1.551 -1.829 0.083 0.194
H -2.922 -0.733 0.043 0.225
H 0.840 1.444 1.084 0.201
H -0.847 1.684 1.363 0.214
H -0.047 2.225 -0.178 0.224
H -0.726 -0.888 -1.793 0.461

=====

Record 3
18
Properties=species:S:1:pos:R:3:nbo_charge:R:1 method="wB97M-V/def2-TZVPD" total_energy_ev=-7424.3787 max_force_ev_per_a=0.41 orbital_gap_ev=9.514 de_lowest_kcal_mol=67.6 homo_energy_ev=-8.654
C -0.459 1.016 2.199 -0.604
C 0.205 0.513 0.921 -0.392
C -0.509 -1.286 -2.049 0.306
C 0.401 -0.174 -2.487 -0.794
C 0.694 -0.925 1.046 -0.611
O -1.675 -0.833 -1.667 -0.637
H -1.357 0.429 2.429 0.203
H -0.755 2.066 2.105 0.206
H 0.214 0.928 3.060 0.203
H 1.047 1.163 0.650 0.193
H -0.514 0.589 0.095 0.173
H 1.338 -0.247 -1.923 0.252
H -0.002 0.853 -2.380 0.176
H 0.665 -0.354 -3.537 0.255
H 1.532 -0.977 1.750 0.204
H 1.029 -1.333 0.085 0.211
H -0.103 -1.579 1.416 0.208
H -1.750 0.151 -1.713 0.448

=====

Record 4
18
Properties=species:S:1:pos:R:3:nbo_charge:R:1 method="wB97M-V/def2-TZVPD" total_energy_ev=-7425.3691 smiles="C=CC.CCO" max_force_ev_per_a=1.93 orbital_gap_ev=10.571 de_lowest_kcal_mol=44.8 homo_energy_ev=-9.550
C 2.443 -0.578 -0.450 -0.648
C 1.887 0.736 0.107 -0.160
C 0.966 1.423 -0.565 -0.425
H 2.036 -0.634 -1.458 0.210
H 3.537 -0.538 -0.413 0.212
H 2.193 -1.454 0.135 0.219
H 2.363 1.127 0.995 0.195
H 0.425 2.201 -0.045 0.200
H 0.769 1.190 -1.604 0.195
C -1.560 -0.897 -0.032 -0.067
O -2.813 -1.494 -0.446 -0.714
C -1.708 0.179 1.017 -0.666
H -0.880 -1.693 0.257 0.176
H -1.158 -0.465 -0.951 0.163
H -3.436 -0.791 -0.330 0.456
H -2.651 0.361 1.530 0.219
H -0.909 0.210 1.761 0.225
H -1.503 1.117 0.492 0.210

=====

Record 5
18
Properties=species:S:1:pos:R:3:nbo_charge:R:1 method="wB97M-V/def2-TZVPD" total_energy_ev=-7426.0748 smiles="CC(C)CC=O.[H][H]" max_force_ev_per_a=0.54 orbital_gap_ev=10.902 de_lowest_kcal_mol=28.5 homo_energy_ev=-9.861
C -0.485 -1.280 0.425 -0.610
C 0.628 -0.239 0.554 -0.212
C 0.743 0.266 1.991 -0.600
C 0.409 0.926 -0.419 -0.516
C 0.547 0.516 -1.863 0.454
O -0.152 0.911 -2.767 -0.522
H -0.581 -1.654 -0.601 0.211
H -1.452 -0.847 0.711 0.208
H -0.295 -2.139 1.079 0.212
H 1.581 -0.720 0.287 0.194
H -0.177 0.780 2.297 0.205
H 1.574 0.972 2.103 0.209
H 0.907 -0.564 2.687 0.212
H -0.573 1.394 -0.278 0.227
H 1.170 1.701 -0.238 0.234
H -2.891 -0.084 -1.771 -0.024
H 1.379 -0.195 -2.070 0.101
H -2.332 0.256 -2.127 0.018

=====

Record 6
18
Properties=species:S:1:pos:R:3:nbo_charge:R:1 method="wB97M-V/def2-TZVPD" total_energy_ev=-7423.2982 max_force_ev_per_a=0.45 orbital_gap_ev=8.700 de_lowest_kcal_mol=92.5 homo_energy_ev=-8.298
C -1.246 1.085 -1.806 -0.865
C -0.337 -1.190 0.279 0.180
C -1.590 -1.232 1.074 -0.788
C 0.702 -0.372 0.920 -0.612
C 1.825 0.116 0.024 -0.053
O 2.879 0.554 0.862 -0.723
H -0.599 1.531 -2.565 0.215
H -1.232 1.708 -0.907 0.207
H -2.268 1.024 -2.190 0.215
H -0.887 0.077 -1.574 0.230
H -1.590 -0.767 2.075 0.183
H -2.001 -2.247 1.124 0.247
H -2.308 -0.679 0.445 0.273
H 0.363 0.419 1.612 0.203
H 1.123 -1.166 1.577 0.283
H 1.455 0.937 -0.612 0.162
H 2.133 -0.706 -0.637 0.173
H 3.579 0.907 0.301 0.470